DFT (ωB97M-V/def2-TZVPD) results for C25H32N2O5 in the gas phase.

Last column: Löwdin charge in e.
Geometry (Å):
C (1.0454, 2.5349, -0.3319)  -0.078
O (0.9042, 1.8251, -1.5378)  -0.080
C (0.5252, 0.5174, -1.4833)  -0.181
C (0.3749, -0.2163, -0.3214)  0.033
C (0.0189, -1.5644, -0.3755)  -0.157
C (-0.0351, -2.3783, 0.8760)  -0.429
O (0.6989, -3.3395, 1.0341)  0.068
N (-0.9272, -1.9941, 1.8222)  -0.085
C (-1.8860, -0.9277, 1.6712)  -0.030
C (-0.8992, -2.6687, 3.1016)  -0.119
C (-0.0634, -1.8942, 4.1323)  -0.158
O (-0.6278, -0.6524, 4.4888)  -0.061
C (-1.7140, -0.6155, 5.3187)  -0.275
C (-2.2780, 0.6472, 5.5079)  -0.005
C (-3.3669, 0.8116, 6.3352)  -0.044
C (-3.9328, -0.2726, 7.0000)  -0.293
C (-5.1132, -0.0775, 7.9026)  -0.056
C (-3.3667, -1.5218, 6.8068)  -0.043
C (-2.2715, -1.7036, 5.9769)  -0.022
C (-0.1676, -2.1740, -1.6023)  -0.013
C (-0.0427, -1.4419, -2.7734)  0.002
C (0.2943, -0.0987, -2.7359)  -0.186
O (0.4029, 0.7236, -3.8128)  -0.004
C (0.6533, 0.1817, -5.0998)  -0.304
C (0.6015, 1.3657, -6.0785)  -0.081
C (2.0089, 1.9056, -6.3575)  -0.135
N (2.8058, 1.8585, -5.1533)  -0.057
C (3.1318, 3.0159, -4.5274)  -0.494
C (3.8764, 2.8810, -3.2184)  0.014
O (2.8543, 4.1004, -5.0041)  0.044
C (3.0787, 0.5331, -4.6400)  -0.136
C (2.0392, -0.4720, -5.1476)  -0.098
H (1.8553, 2.1296, 0.2847)  0.098
H (0.1158, 2.5352, 0.2460)  0.098
H (1.2895, 3.5558, -0.6218)  0.098
H (0.5582, 0.2366, 0.6400)  0.118
H (-1.9879, -0.6606, 0.6220)  0.091
H (-2.8568, -1.2628, 2.0445)  0.099
H (-1.5874, -0.0457, 2.2434)  0.089
H (-0.4353, -3.6459, 2.9458)  0.128
H (-1.9243, -2.7955, 3.4593)  0.122
H (0.1125, -2.5172, 5.0169)  0.123
H (0.9038, -1.6462, 3.6869)  0.137
H (-1.8361, 1.4883, 4.9965)  0.116
H (-3.7886, 1.7971, 6.4702)  0.114
H (-5.9123, 0.4459, 7.3797)  0.079
H (-5.4943, -1.0318, 8.2569)  0.072
H (-4.8322, 0.5241, 8.7667)  0.081
H (-3.7842, -2.3813, 7.3117)  0.111
H (-1.8660, -2.6970, 5.8632)  0.105
H (-0.4168, -3.2226, -1.6444)  0.122
H (-0.2173, -1.9336, -3.7174)  0.113
H (-0.1260, -0.5490, -5.3593)  0.143
H (0.1289, 1.0669, -7.0137)  0.118
H (-0.0025, 2.1445, -5.6131)  0.127
H (1.9632, 2.9479, -6.6763)  0.121
H (2.5031, 1.3184, -7.1388)  0.126
H (4.1850, 3.8726, -2.8990)  0.086
H (4.7515, 2.2444, -3.3222)  0.084
H (3.2089, 2.4611, -2.4687)  0.065
H (3.0376, 0.5505, -3.5495)  0.115
H (4.0848, 0.2074, -4.9414)  0.131
H (2.2466, -0.7792, -6.1726)  0.122
H (2.0698, -1.3592, -4.5138)  0.114

Cartesian forces, eV/Å:
0.1 0.1 0.2
-0.1 -0.3 -0.3
0.1 0.1 -0.2
0.0 0.0 -0.1
0.2 0.0 -0.4
-0.1 0.0 -0.1
0.2 -0.2 -0.1
-0.1 0.0 0.2
-0.2 0.3 -0.1
0.3 0.0 0.3
0.0 -0.6 -0.2
-0.2 0.3 0.1
-0.1 0.1 0.0
0.1 -0.1 -0.1
0.1 -0.1 0.0
0.0 -0.1 0.0
0.0 0.1 0.0
-0.1 0.2 0.0
0.3 -0.1 -0.2
0.0 0.0 0.4
0.0 0.2 -0.2
0.1 0.1 0.2
-0.1 0.1 0.4
0.0 -0.4 -0.6
0.2 -0.1 0.2
-0.2 0.2 -0.2
-0.2 -0.1 -0.2
0.3 -0.1 0.2
-0.1 0.2 -0.1
-0.1 0.4 0.0
0.2 -0.3 0.2
-0.2 0.2 0.3
0.0 0.0 0.0
0.0 0.0 0.0
0.0 -0.1 0.1
0.0 0.1 0.1
-0.1 0.0 0.1
0.0 0.0 0.0
-0.1 0.0 -0.1
-0.1 0.1 0.1
0.1 0.0 0.0
0.0 0.1 0.0
-0.1 -0.1 0.1
0.1 0.1 -0.1
0.0 0.1 0.0
-0.1 0.0 0.0
-0.1 0.0 0.1
-0.1 0.0 0.1
-0.1 -0.1 0.1
0.1 -0.1 0.0
0.0 -0.1 0.0
0.0 0.0 -0.1
0.1 0.1 0.1
-0.1 0.0 0.0
-0.1 0.0 -0.1
0.1 -0.2 0.0
0.0 0.1 0.0
0.0 0.0 -0.1
0.1 -0.1 0.1
0.0 -0.1 0.1
0.1 0.0 -0.1
-0.1 0.0 0.1
0.0 0.0 0.0
0.1 0.0 -0.1

## Properties
Structure (SMILES): COc1cc(C(=O)N(C)CCOc2ccc(C)cc2)ccc1OC1CCN(C(C)=O)CC1
HOMO energy, hartree: -0.3055
Max |F|, eV/A: 0.68
Lowest unoccupied orbital energy, eV: 0.591
Gap between HOMO and LUMO, eV: 8.9

DFT (ωB97M-V/def2-TZVPD) results for C25H32N3O8S as an isolated structure in a non-equilibrium geometry.

Last column: Löwdin charge in e.
Geometry (Å):
C (2.0365, -5.6211, 1.7491)  -0.077
C (1.0083, -5.0844, 0.7975)  -0.212
O (1.5023, -3.8160, 0.2976)  0.008
C (0.5426, -2.9531, -0.0519)  -0.495
C (1.0659, -1.6274, -0.4927)  -0.089
C (0.9972, -1.7346, -1.9829)  -0.443
O (0.7075, -2.7892, -2.5336)  0.073
O (1.3040, -0.6448, -2.7037)  0.004
C (1.5578, -1.0400, -4.0664)  -0.238
C (2.3073, 0.0685, -4.7400)  -0.078
C (2.4329, -1.3064, 0.0432)  -0.431
O (2.8519, -1.6515, 1.1374)  0.078
O (3.1431, -0.5093, -0.7723)  -0.010
C (4.3120, 0.0700, -0.1508)  -0.227
C (4.9907, 0.8747, -1.2211)  -0.084
O (-0.6608, -3.1657, -0.0162)  0.089
H (1.7045, -6.5886, 2.1227)  0.068
H (3.0022, -5.7419, 1.2534)  0.076
H (2.1519, -4.9437, 2.6007)  0.081
H (0.8461, -5.7403, -0.0679)  0.127
H (0.0561, -4.8924, 1.3022)  0.119
H (2.1732, -1.9420, -4.0574)  0.124
H (0.5945, -1.2574, -4.5359)  0.125
H (2.4194, -0.1713, -5.8021)  0.072
H (1.8039, 1.0350, -4.6423)  0.078
H (3.3109, 0.1602, -4.3054)  0.072
H (3.9785, 0.7056, 0.6762)  0.126
H (4.9459, -0.7354, 0.2340)  0.121
H (5.8216, 1.4489, -0.8090)  0.069
H (5.3815, 0.2117, -1.9977)  0.074
H (4.2899, 1.5750, -1.6848)  0.079
C (-2.6938, 5.3762, -2.5473)  -0.089
N (-3.1174, 3.9925, -2.4423)  -0.231
C (-4.5305, 3.7455, -2.6524)  -0.073
C (-2.3338, 3.0493, -1.8220)  -0.255
C (-1.4643, 3.4048, -0.7604)  -0.025
C (-0.9324, 2.4114, 0.0328)  -0.036
C (-1.0480, 1.0414, -0.3110)  -0.198
C (-0.4936, 0.0062, 0.5290)  0.067
C (-0.8348, -0.1141, 1.8260)  -0.033
C (-0.1592, -1.0304, 2.7634)  -0.305
O (0.5704, -1.9473, 2.4073)  0.110
N (-0.3854, -0.8423, 4.1504)  -0.050
C (0.4295, -1.6533, 5.0501)  -0.067
C (-1.4783, -0.1761, 4.6783)  -0.704
S (-2.0450, -0.3516, 6.2438)  0.666
N (-2.0942, 0.6819, 3.7810)  -0.063
C (-3.2337, 1.4458, 4.2819)  -0.102
C (-2.0722, 0.4903, 2.3756)  -0.337
O (-3.0529, 0.8042, 1.7070)  0.092
C (-1.7419, 0.7213, -1.5024)  -0.013
C (-2.4360, 1.6849, -2.2003)  -0.025
H (-1.6041, 5.4386, -2.6752)  0.090
H (-3.1853, 5.8232, -3.4194)  0.077
H (-2.9821, 5.9590, -1.6590)  0.080
H (-4.7433, 2.6751, -2.5670)  0.079
H (-5.1315, 4.2893, -1.9061)  0.083
H (-4.8260, 4.1060, -3.6444)  0.079
H (-1.3207, 4.4582, -0.5089)  0.098
H (-0.3952, 2.6528, 0.9514)  0.117
H (0.2603, -0.7685, -0.0032)  0.017
H (0.1878, -1.3172, 6.0596)  0.017
H (0.2000, -2.7198, 4.9555)  0.097
H (1.4907, -1.4902, 4.8433)  0.098
H (-3.5027, 2.2046, 3.5461)  0.088
H (-4.0916, 0.7859, 4.4709)  0.087
H (-2.9324, 1.8915, 5.2326)  0.051
H (-1.7930, -0.3280, -1.7967)  0.127
H (-3.0626, 1.4059, -3.0479)  0.106

Cartesian forces, eV/Å:
0.2 0.0 0.2
0.0 0.7 -0.2
-0.7 -1.0 0.1
-1.0 0.9 0.5
3.9 -3.1 -2.6
0.0 -0.8 1.1
-0.1 0.4 -0.2
0.3 -0.3 -0.5
-0.1 0.4 0.1
0.3 0.4 -0.2
-1.4 -0.8 0.7
0.1 0.6 -0.8
0.8 0.7 0.1
-0.5 -0.3 -0.2
0.2 0.1 -0.3
1.0 -0.4 0.0
0.0 -0.1 0.1
0.0 0.0 0.1
0.0 0.0 -0.2
-0.1 0.1 0.2
0.1 -0.2 -0.2
-0.3 0.0 -0.1
0.2 -0.1 -0.1
0.0 0.1 0.1
0.0 -0.1 0.0
-0.2 0.0 -0.1
0.1 -0.2 0.0
-0.1 0.2 0.1
0.0 0.0 0.0
0.0 0.1 0.0
0.0 -0.1 0.1
-0.2 -0.5 0.3
-0.3 0.8 -1.3
0.3 0.1 0.1
0.7 -1.0 0.8
-0.8 0.0 -0.5
0.5 -1.0 0.0
-0.8 0.9 -0.5
-1.4 1.6 1.3
-1.0 0.1 0.8
0.9 -1.2 -1.1
-0.9 1.1 1.0
-0.5 -0.1 0.7
0.0 -0.1 0.2
0.5 0.3 -0.9
0.3 0.0 -0.3
-0.8 -0.2 0.5
-0.2 0.0 0.2
-0.5 0.4 -1.0
1.1 -0.1 1.0
0.4 -0.4 0.8
0.2 0.8 0.2
-0.3 -0.1 0.0
0.1 0.0 0.1
0.1 0.1 0.0
0.0 0.4 0.0
-0.1 -0.1 0.0
-0.1 -0.1 0.0
-0.1 -0.3 0.0
0.0 0.1 -0.3
-0.2 0.9 0.6
0.2 -0.2 -0.2
0.0 0.2 -0.1
-0.2 -0.1 -0.2
0.1 -0.2 0.1
0.1 0.2 -0.1
-0.2 0.0 -0.2
-0.1 0.2 0.0
0.2 0.1 0.2

## Properties
HOMO energy, hartree: -0.1311
Max |F|, eV/A: 5.61
Lowest unoccupied orbital energy, eV: 2.518
Gap between HOMO and LUMO, eV: 6.1
Net charge: -1

DFT (ωB97M-V/def2-TZVPD) results for C25H33AsN3O4PReS4 as an isolated structure.

Last column: Löwdin charge in e.
Geometry (Å):
Re (0.1078, -1.3087, -0.5208)  1.099
C (0.0309, -0.6390, 2.9990)  -0.028
C (0.6791, -1.9395, 2.6719)  -0.291
C (1.5018, -2.5798, 3.6014)  0.000
C (2.1359, -3.7539, 3.2664)  -0.022
C (1.9052, -4.3139, 2.0156)  0.006
C (1.0735, -3.6489, 1.1466)  -0.246
N (0.4904, -2.4622, 1.4570)  -0.007
C (0.6610, -4.2056, -0.1561)  -0.222
C (0.8048, -5.5195, -0.5612)  0.005
C (0.1545, -5.9263, -1.7139)  -0.026
C (-0.7152, -5.0643, -2.3640)  0.016
C (-0.8231, -3.7666, -1.9023)  -0.221
N (-0.0492, -3.3498, -0.8952)  -0.057
C (-1.8629, -2.7895, -2.2834)  -0.258
C (-2.7236, -2.9904, -3.3376)  0.003
C (-3.7418, -2.0692, -3.5434)  -0.023
C (-3.8776, -1.0151, -2.6684)  -0.002
C (-2.9722, -0.8546, -1.6180)  -0.286
C (-3.0961, 0.2998, -0.6829)  -0.018
N (-1.9673, -1.7228, -1.4488)  -0.010
H (-0.1469, -0.5587, 4.0704)  0.096
H (0.6904, 0.1795, 2.7030)  0.071
H (-0.9101, -0.5006, 2.4702)  0.073
H (1.6389, -2.1271, 4.5735)  0.121
H (2.7996, -4.2409, 3.9684)  0.118
H (2.3790, -5.2383, 1.7211)  0.118
H (1.3973, -6.2136, 0.0151)  0.119
H (0.2731, -6.9404, -2.0702)  0.122
H (-1.3123, -5.4079, -3.1950)  0.118
H (-2.5961, -3.8364, -3.9959)  0.116
H (-4.4244, -2.1861, -4.3745)  0.118
H (-4.6723, -0.2914, -2.7831)  0.121
H (-4.1318, 0.6309, -0.6254)  0.097
H (-2.7446, 0.0633, 0.3187)  0.067
H (-2.5003, 1.1423, -1.0398)  0.069
S (3.8939, -0.0841, -3.4249)  -0.058
As (2.6379, -1.4863, -2.5947)  -0.439
S (0.4576, -0.8240, -2.7714)  0.183
S (2.4260, -1.1902, -0.3449)  0.159
S (2.7074, -3.5379, -2.9799)  -0.055
C (-0.0225, 4.8281, -1.6130)  -0.027
C (0.0175, 3.3102, -1.5340)  -0.592
C (1.4516, 2.8090, -1.4843)  -0.025
C (-0.7488, 2.7043, -2.6977)  -0.038
O (-0.7433, 2.9752, -0.3250)  -0.155
P (-0.4765, 1.8934, 0.7964)  0.260
O (-1.6424, 1.8071, 1.6938)  -0.252
O (-0.0524, 0.5843, 0.1051)  -0.503
O (0.8680, 2.3183, 1.5409)  -0.169
C (0.9497, 3.3183, 2.6017)  -0.608
C (0.0631, 4.5190, 2.3055)  -0.027
C (0.5451, 2.6676, 3.9173)  -0.036
C (2.4152, 3.7183, 2.6186)  -0.024
H (0.4014, 5.1557, -2.5635)  0.092
H (0.5593, 5.2791, -0.8092)  0.073
H (-1.0509, 5.1843, -1.5456)  0.091
H (1.9539, 3.0905, -2.4106)  0.099
H (1.5075, 1.7244, -1.4041)  0.042
H (1.9928, 3.2520, -0.6477)  0.082
H (-0.2572, 2.9530, -3.6394)  0.097
H (-1.7689, 3.0933, -2.7193)  0.091
H (-0.7699, 1.6186, -2.6163)  0.016
H (-0.9880, 4.2324, 2.2660)  0.085
H (0.3394, 4.9797, 1.3585)  0.071
H (0.1926, 5.2578, 3.0981)  0.093
H (-0.4624, 2.2593, 3.8390)  0.078
H (0.5643, 3.4123, 4.7150)  0.091
H (1.2429, 1.8710, 4.1822)  0.081
H (2.6936, 4.1912, 1.6762)  0.084
H (3.0440, 2.8389, 2.7614)  0.091
H (2.6032, 4.4213, 3.4318)  0.091

Cartesian forces, eV/Å:
0.3 0.1 -0.1
0.0 0.0 0.0
0.0 0.0 0.0
0.0 0.0 0.0
0.0 0.0 0.0
0.0 0.0 0.0
0.0 0.0 0.0
0.0 0.0 0.0
0.0 0.0 0.0
0.0 0.0 0.0
0.0 0.0 0.0
0.0 0.0 0.0
0.0 0.0 0.0
0.1 0.0 0.0
0.0 0.0 0.0
0.0 0.0 0.0
0.0 0.0 0.0
0.0 0.0 0.0
0.0 0.0 0.0
0.0 0.0 0.0
0.0 0.0 0.0
0.0 0.0 0.0
0.0 0.0 0.0
0.0 0.0 0.0
0.0 0.0 0.0
0.0 0.0 0.0
0.0 0.0 0.0
0.0 0.0 0.0
0.0 0.0 0.0
0.0 0.0 0.0
0.0 0.0 0.0
0.0 0.0 0.0
0.0 0.0 0.0
0.0 0.0 0.0
0.0 0.0 0.0
0.0 0.0 0.0
0.0 0.0 0.0
-0.1 -0.1 0.0
-0.1 0.1 0.0
0.0 -0.1 0.1
0.0 0.0 0.0
0.0 0.0 0.0
0.0 0.0 0.0
0.0 0.0 0.0
0.0 0.0 0.0
0.0 0.0 0.0
0.1 0.0 0.0
0.0 0.0 0.0
-0.3 0.0 0.0
0.0 0.0 0.0
0.0 0.0 0.0
0.0 0.0 0.0
0.0 0.0 0.0
0.0 0.0 0.0
0.0 0.0 0.0
0.0 0.0 0.0
0.0 0.0 0.0
0.0 0.0 0.0
0.0 0.0 0.0
0.0 0.0 0.0
0.0 0.0 0.0
0.0 0.0 0.0
0.0 0.0 0.0
0.0 0.0 0.0
0.0 0.0 0.0
0.0 0.0 0.0
0.0 0.0 0.0
0.0 0.0 0.0
0.0 0.0 0.0
0.0 0.0 0.0
0.0 0.0 0.0
0.0 0.0 0.0

## Properties
Multiplicity: 4
HOMO energy (spin up / spin down), hartree: -0.2650 / -0.2664
Max |F|, eV/A: 0.32
Lowest unoccupied orbital energy (spin up / spin down), eV: -1.134 / -2.030
⟨S²⟩: 3.779
Gap between HOMO and LUMO (spin up / spin down), eV: 6.1 / 5.2